Entry from OMol25: a 2-piece molecular cluster, C25H23N2O3 overall (the ωB97M-V functional and the def2-TZVPD basis).

The calculation puts the max |F| at 0.0690 Eh/bohr. The calculation puts the relative energy (zero: lowest compared OMol25 entry of this formula, charge and spin) at 47.0 kcal per mole. For the HOMO energy, the calculation gives -11.05 eV. For the orbital gap, the calculation gives 6.09 eV. The total charge is +1.

Structure (XYZ):
```
53
C25H23N2O3 | OMol25 | the ωB97M-V functional and the def2-TZVPD basis
C -4.600 3.137 -2.417
O -4.400 1.704 -2.505
C -3.159 1.237 -2.200
C -2.928 -0.155 -2.332
C -1.706 -0.677 -1.999
C -0.611 0.153 -1.620
C 0.656 -0.463 -1.407
C 1.891 0.045 -1.854
C 3.073 -0.764 -1.782
C 4.309 -0.269 -2.113
C 4.439 1.096 -2.484
O 5.684 1.644 -2.538
C 5.736 3.098 -2.509
C 3.270 1.870 -2.706
C 2.033 1.332 -2.449
C -0.859 1.546 -1.497
C -2.094 2.082 -1.793
H -5.656 3.267 -2.649
H -4.383 3.519 -1.406
H -3.976 3.665 -3.154
H -3.740 -0.784 -2.699
H -1.525 -1.751 -2.067
H 0.630 -1.495 -1.048
H 2.969 -1.786 -1.421
H 5.208 -0.878 -2.036
H 6.792 3.325 -2.374
H 5.369 3.530 -3.457
H 5.148 3.498 -1.667
H 3.360 2.910 -3.032
H 1.159 1.943 -2.673
H -0.077 2.210 -1.117
H -2.258 3.160 -1.719
O -0.996 0.487 1.708
C -0.715 -0.646 2.138
C -1.527 -1.312 3.196
C -1.148 -2.567 3.721
C -1.906 -3.163 4.733
C -3.007 -2.499 5.272
C -3.353 -1.224 4.803
C -2.625 -0.646 3.759
C 0.109 -3.251 3.278
C 0.611 -2.822 1.885
C 0.472 -1.362 1.658
N 1.550 -0.586 1.414
N 2.530 -0.048 1.134
H -1.613 -4.142 5.107
H -3.573 -2.961 6.079
H -4.180 -0.681 5.256
H -2.900 0.342 3.383
H 0.903 -3.045 4.019
H -0.030 -4.339 3.312
H 1.650 -3.154 1.741
H -0.008 -3.333 1.130
```



Entry from OMol25: C25H23N5PtS3 as an isolated structure (the ωB97M-V functional and the def2-TZVPD basis).

The calculation puts the max |F| at 0.0332 Eh/bohr. The calculation puts the relative energy (zero: lowest compared OMol25 entry of this formula, charge and spin) at 19.8 kcal per mole. For the HOMO energy (spin up / spin down), the calculation gives -4.58 / -4.75 eV. Its multiplicity is 2. For the orbital gap (spin up / spin down), the calculation gives 6.75 / 6.26 eV. The total charge is -1.

Structure (XYZ):
```
57
C25H23N5PtS3 | OMol25 | the ωB97M-V functional and the def2-TZVPD basis
Pt -0.736 -0.834 0.187
N 1.972 0.087 1.269
C 3.017 -0.517 0.601
C 4.185 0.217 0.353
C 5.298 -0.364 -0.223
C 5.262 -1.703 -0.588
C 4.102 -2.430 -0.355
C 2.967 -1.877 0.247
C 1.790 -2.794 0.431
C 2.096 -4.082 0.894
C 1.179 -5.120 0.856
C -0.053 -4.905 0.262
C -0.389 -3.626 -0.159
C 0.467 -2.533 0.007
H 1.936 1.090 1.184
H 1.068 -0.350 1.117
H 4.199 1.265 0.637
H 6.185 0.232 -0.406
H 6.121 -2.179 -1.044
H 4.062 -3.467 -0.665
H 3.084 -4.260 1.302
H 1.440 -6.094 1.254
H -0.775 -5.708 0.165
H -1.359 -3.478 -0.608
N -0.197 3.306 1.353
C -0.816 2.028 1.391
S -2.540 1.995 0.627
N -0.651 1.375 2.627
C -1.073 1.883 3.861
C -1.501 3.198 4.051
C -1.874 3.626 5.321
C -1.829 2.769 6.410
C -1.416 1.455 6.215
C -1.042 1.015 4.958
H -0.040 3.591 0.394
H 0.667 3.309 1.881
H -0.752 0.376 2.558
H -1.552 3.872 3.209
H -2.216 4.646 5.453
H -2.122 3.114 7.394
H -1.402 0.761 7.048
H -0.735 -0.015 4.805
S -0.132 1.460 -1.299
C -0.966 1.207 0.147
C -7.239 -1.580 0.321
C -5.919 -2.300 0.285
C -5.772 -3.515 -0.373
C -4.525 -4.101 -0.299
N -3.493 -3.540 0.325
C -3.703 -2.340 0.883
S -2.407 -1.530 1.762
N -4.894 -1.719 0.902
H -8.062 -2.283 0.463
H -7.400 -1.061 -0.627
H -7.234 -0.846 1.123
H -6.595 -3.985 -0.895
H -4.333 -5.069 -0.753
```



Entry from OMol25: C25H24BCl2FLiMgNO15 as an isolated structure (the ωB97M-V functional and the def2-TZVPD basis).

The calculation puts the max |F| at 0.0544 Eh/bohr. For the HOMO energy, the calculation gives -6.98 eV. For the orbital gap, the calculation gives 1.35 eV. The total charge is 0.

Structure (XYZ):
```
71
C25H24BCl2FLiMgNO15 | OMol25 | the ωB97M-V functional and the def2-TZVPD basis
O 0.744 -1.410 1.935
C 0.788 -0.608 1.020
C 2.021 -0.278 0.271
F 3.150 -0.217 0.944
C 1.947 -0.022 -1.035
C 3.095 0.368 -1.896
C 2.982 1.868 -2.168
C 2.884 2.776 -0.855
O 4.034 2.628 -1.924
C 0.601 -0.086 -1.664
O 0.420 -0.489 -2.789
C -0.501 0.383 -0.794
C -1.609 1.059 -1.289
C -2.569 1.482 -0.421
C -2.482 1.192 0.914
C -1.434 0.482 1.456
C -0.416 0.119 0.570
H 3.063 -0.118 -2.866
H 4.050 0.305 -1.391
H 2.358 2.179 -3.004
H 3.259 3.712 -0.453
H 2.012 3.306 -1.350
H -1.694 1.241 -2.357
H -3.425 2.026 -0.790
H -3.298 1.491 1.546
H -1.411 0.178 2.496
Li -3.797 0.150 -2.471
C 5.923 2.846 -6.200
C 5.037 4.032 -6.056
C 4.723 4.437 -4.631
O 3.369 5.026 -4.785
C 2.814 4.436 -5.898
O 1.628 4.588 -6.132
O 3.667 3.765 -6.577
H 5.396 1.923 -5.936
H 6.256 2.808 -7.286
H 6.813 2.944 -5.581
H 5.442 4.867 -6.632
H 5.411 5.175 -4.231
H 4.646 3.600 -3.941
B -5.543 -2.644 0.878
O -4.433 -3.526 1.227
C -4.877 -4.486 2.042
O -4.221 -5.360 2.516
C -6.390 -4.244 2.259
O -7.119 -4.899 2.931
O -6.723 -3.155 1.558
O -5.239 -1.239 1.281
C -5.272 -0.483 0.227
O -5.043 0.696 0.159
C -5.580 -1.349 -1.005
O -5.596 -0.925 -2.144
O -5.737 -2.576 -0.611
Cl 2.240 -3.061 1.793
C 0.488 -2.469 5.807
C -0.883 -3.021 6.189
C -1.846 -3.083 4.998
C -2.075 -1.759 4.432
N -2.256 -0.726 3.975
H 0.421 -1.439 5.449
H 1.153 -2.470 6.671
H 0.952 -3.071 5.024
H -1.316 -2.404 6.978
H -0.775 -4.021 6.595
H -2.810 -3.494 5.300
H -1.443 -3.723 4.211
Mg 1.590 5.915 -4.337
O -1.816 -4.952 8.483
H -1.072 -5.386 8.913
H -2.154 -4.348 9.152
Cl 7.541 3.360 -8.686
```



Entry from OMol25: C25H24BrCaN5O4S as an isolated structure (the ωB97M-V functional and the def2-TZVPD basis).

The calculation puts the max |F| at 0.0361 Eh/bohr. The calculation puts the relative energy (zero: lowest compared OMol25 entry of this formula, charge and spin) at 17.7 kcal per mole. For the HOMO energy, the calculation gives -7.21 eV. For the orbital gap, the calculation gives 7.59 eV. The total charge is 0.

Structure (XYZ):
```
61
C25H24BrCaN5O4S | OMol25 | the ωB97M-V functional and the def2-TZVPD basis
Ca -0.020 -0.191 -0.807
N -7.532 -2.294 -4.284
C -6.303 -2.030 -3.705
C -5.469 -1.043 -4.240
C -4.234 -0.792 -3.681
C -3.807 -1.542 -2.597
C -4.616 -2.535 -2.055
C -5.862 -2.771 -2.604
S -2.231 -1.285 -1.891
O -1.656 -2.599 -1.679
O -1.444 -0.416 -2.780
N -2.250 -0.586 -0.454
C -2.873 0.669 -0.322
N -3.774 1.090 -1.222
C -4.340 2.270 -0.991
C -4.023 3.057 0.103
C -3.050 2.548 0.943
N -2.474 1.368 0.744
H -7.927 -1.586 -4.875
H -8.203 -2.799 -3.732
H -5.805 -0.465 -5.096
H -3.595 -0.010 -4.075
H -4.268 -3.114 -1.208
H -6.502 -3.541 -2.185
H -5.072 2.600 -1.724
H -4.491 4.015 0.278
H -2.701 3.110 1.805
Br 3.470 -0.508 -0.788
C 3.518 0.766 0.639
C 4.627 0.738 1.431
C 4.795 1.735 2.417
C 3.881 2.742 2.520
C 2.736 2.780 1.684
C 1.837 3.877 1.754
C 0.748 3.916 0.941
C 0.473 2.818 0.085
C 1.268 1.694 -0.034
C 2.478 1.737 0.745
H 5.381 -0.025 1.284
H 5.668 1.710 3.059
H 4.023 3.543 3.240
H 2.045 4.682 2.453
H 0.076 4.770 0.968
H -0.458 2.877 -0.483
O 1.026 -1.942 -2.145
C 0.910 -2.742 -1.082
O 0.653 -2.289 0.018
C 1.213 -4.193 -1.357
N 1.609 -4.323 -2.768
C 0.755 -5.338 -3.431
C -0.519 -5.336 -2.594
C 0.002 -5.117 -1.171
H 2.013 -4.437 -0.661
H 2.595 -4.506 -2.878
H 1.256 -2.580 -2.873
H 1.230 -6.322 -3.415
H 0.577 -5.064 -4.469
H -1.070 -6.271 -2.693
H -1.171 -4.513 -2.886
H 0.346 -6.060 -0.745
H -0.737 -4.679 -0.503
```



Entry from OMol25: C25H24BrN6OS2Tc as an isolated structure (the ωB97M-V functional and the def2-TZVPD basis).

The calculation puts the max |F| at 0.0018 Eh/bohr. The calculation puts the relative energy (zero: lowest compared OMol25 entry of this formula, charge and spin) at 0.0 kcal per mole. For the HOMO energy (spin up / spin down), the calculation gives -16.82 / -16.82 eV. Its multiplicity is 4. For the orbital gap (spin up / spin down), the calculation gives 7.44 / 5.70 eV. The total charge is +3.

Structure (XYZ):
```
60
C25H24BrN6OS2Tc | OMol25 | the ωB97M-V functional and the def2-TZVPD basis
Tc 0.339 -0.012 0.551
C -2.011 -1.715 -2.648
C -1.379 -0.856 -1.619
N -0.447 -1.292 -0.806
N 0.021 -2.558 -0.987
C 0.820 -2.974 -0.039
N 1.319 -4.201 -0.094
S 1.225 -1.999 1.375
C -1.735 0.563 -1.476
C -2.681 1.192 -2.261
C -2.925 2.550 -2.066
C -2.214 3.233 -1.096
C -1.276 2.540 -0.343
N -1.044 1.241 -0.529
H -1.766 -2.758 -2.492
H -1.656 -1.417 -3.640
H -3.093 -1.581 -2.636
H 1.034 -4.823 -0.837
H 1.919 -4.560 0.630
H -3.222 0.641 -3.016
H -3.662 3.061 -2.671
H -2.371 4.287 -0.917
H -0.695 3.040 0.421
O -2.693 0.661 5.917
C -2.195 0.423 4.729
C -2.753 -0.458 3.788
C -2.137 -0.626 2.575
N -1.009 0.038 2.244
C -0.502 0.859 3.167
Br 1.135 1.628 2.512
C -1.007 1.111 4.400
H -3.504 0.166 6.114
H -3.657 -1.009 4.011
H -2.533 -1.305 1.832
H -0.545 1.785 5.108
N 1.817 0.359 -0.759
S 3.336 0.817 -0.285
C 3.933 1.781 -1.659
C 5.304 1.838 -1.874
C 5.778 2.668 -2.878
C 4.894 3.422 -3.638
C 3.528 3.359 -3.399
C 3.032 2.542 -2.394
C 4.352 -0.624 -0.306
C 4.573 -1.326 -1.489
C 5.364 -2.458 -1.443
C 5.932 -2.865 -0.236
C 5.708 -2.150 0.933
C 4.905 -1.018 0.906
H 1.836 -0.164 -1.634
H 5.993 1.247 -1.285
H 6.841 2.721 -3.066
H 5.273 4.065 -4.421
H 2.846 3.952 -3.993
H 1.970 2.494 -2.196
H 4.168 -0.977 -2.432
H 5.564 -3.013 -2.350
H 6.568 -3.739 -0.215
H 6.167 -2.464 1.860
H 4.733 -0.442 1.807
```



Entry from OMol25: C25H24CaGeO7 as an isolated structure (the ωB97M-V functional and the def2-TZVPD basis).

The calculation puts the max |F| at 0.0769 Eh/bohr. For the HOMO energy, the calculation gives -9.04 eV. For the orbital gap, the calculation gives 8.97 eV. The total charge is 0.

Structure (XYZ):
```
58
C25H24CaGeO7 | OMol25 | the ωB97M-V functional and the def2-TZVPD basis
Ca -1.751 -2.005 -1.156
O -1.530 -5.114 -3.645
C -1.726 -3.836 -3.391
O -0.905 -3.123 -2.867
C -3.091 -3.319 -3.793
O -3.546 -2.480 -2.761
C -4.623 -2.990 -1.986
C -4.444 -2.547 -0.481
O -5.435 -2.197 0.124
O -3.262 -2.667 -0.066
H -0.664 -5.414 -3.317
H -2.979 -2.725 -4.713
H -3.772 -4.151 -4.001
H -5.580 -2.613 -2.365
H -4.628 -4.087 -1.980
O -0.272 -2.976 -0.110
C -0.231 -1.972 0.634
O -0.952 -0.969 0.450
C 0.768 -1.956 1.773
C 0.829 -0.600 2.444
Ge 1.141 1.003 1.261
C 3.143 1.202 1.232
C 3.855 0.133 0.692
C 5.237 0.126 0.664
C 5.944 1.194 1.189
C 5.256 2.265 1.731
C 3.870 2.269 1.743
C 0.055 2.444 2.116
C -1.324 2.273 2.011
C -2.200 3.164 2.603
C -1.712 4.244 3.322
C -0.345 4.430 3.431
C 0.529 3.537 2.831
C 0.576 0.973 -0.654
C 0.914 -0.056 -1.526
C 0.503 -0.029 -2.850
C -0.251 1.038 -3.324
C -0.594 2.066 -2.462
C -0.181 2.031 -1.140
H 1.741 -2.258 1.378
H 0.450 -2.731 2.478
H 1.621 -0.608 3.195
H -0.116 -0.407 2.954
H 3.314 -0.715 0.291
H 5.767 -0.716 0.240
H 7.025 1.191 1.174
H 5.802 3.097 2.153
H 3.354 3.119 2.163
H -1.709 1.424 1.456
H -3.267 3.018 2.512
H -2.394 4.936 3.795
H 0.041 5.270 3.989
H 1.591 3.698 2.931
H 1.510 -0.891 -1.180
H 0.814 -0.817 -3.526
H -0.536 1.083 -4.368
H -1.176 2.904 -2.822
H -0.454 2.840 -0.476
```



Entry from OMol25: a 8-piece molecular cluster, C25H24Cl2F7O23 overall (the ωB97M-V functional and the def2-TZVPD basis).

The calculation puts the max |F| at 0.0497 Eh/bohr. For the HOMO energy, the calculation gives -4.40 eV. For the orbital gap, the calculation gives 5.86 eV. The total charge is -1.

Structure (XYZ):
```
81
C25H24Cl2F7O23 | OMol25 | the ωB97M-V functional and the def2-TZVPD basis
C -0.581 4.784 2.127
C 0.331 3.598 2.477
Cl 1.969 3.617 1.795
C -0.108 2.592 3.239
Cl -1.780 2.681 3.831
C 0.733 1.352 3.643
O 0.151 0.251 3.756
O 1.964 1.463 3.874
H -0.907 5.239 3.084
H -0.071 5.529 1.497
H -1.513 4.425 1.650
C -1.713 -1.131 1.266
C -0.859 -2.167 0.598
O -0.588 -1.582 -0.666
C -0.616 -0.227 -0.463
O -0.176 0.567 -1.232
O -1.202 0.086 0.712
F -1.557 -3.331 0.405
H -2.762 -1.236 1.006
H -1.612 -1.143 2.350
H 0.083 -2.386 1.106
C 3.299 -3.904 -1.001
C 4.473 -3.225 -0.350
O 3.868 -2.164 0.362
C 2.609 -2.588 0.682
O 1.912 -2.086 1.492
O 2.257 -3.684 -0.050
F 5.321 -2.705 -1.275
H 3.025 -3.443 -1.952
H 3.465 -4.968 -1.160
H 5.033 -3.856 0.344
C 5.411 1.293 -0.615
C 5.703 2.383 0.374
O 6.436 3.323 -0.402
C 5.995 3.179 -1.680
O 6.189 3.970 -2.548
O 5.304 2.027 -1.841
F 6.494 1.937 1.379
H 6.226 0.572 -0.694
H 4.490 0.762 -0.391
H 4.816 2.862 0.788
C -6.322 -1.148 0.934
C -6.982 -0.020 1.665
O -5.957 0.451 2.520
C -4.775 0.181 1.881
O -3.734 0.660 2.166
O -4.965 -0.710 0.863
F -8.016 -0.468 2.427
H -6.370 -2.091 1.485
H -6.736 -1.299 -0.054
H -7.324 0.792 1.023
C -9.014 -1.618 -4.016
C -9.018 -2.754 -3.031
O -8.326 -2.207 -1.923
C -8.557 -0.863 -1.955
O -8.356 -0.130 -1.046
O -9.051 -0.476 -3.158
F -8.325 -3.818 -3.500
H -8.103 -1.592 -4.617
H -9.875 -1.635 -4.682
H -10.013 -3.077 -2.716
C 5.189 7.030 -3.258
C 5.202 7.167 -4.753
O 5.075 8.567 -4.941
C 5.638 9.151 -3.842
O 5.946 10.294 -3.777
O 5.806 8.253 -2.839
F 4.135 6.552 -5.319
H 4.177 6.977 -2.853
H 5.752 6.165 -2.912
H 6.120 6.816 -5.231
C 1.169 -6.625 3.698
C 2.163 -6.083 2.711
O 2.296 -7.143 1.781
C 1.102 -7.807 1.789
O 0.759 -8.577 0.958
O 0.356 -7.464 2.873
F 3.368 -5.861 3.294
H 1.642 -7.227 4.476
H 0.576 -5.843 4.169
H 1.835 -5.180 2.191
```



Entry from OMol25: an isolated ion of composition C25H24Cl2N and charge +1 (the ωB97M-V functional and the def2-TZVPD basis).

The calculation puts the max |F| at 0.0383 Eh/bohr. The calculation puts the relative energy (zero: lowest compared OMol25 entry of this formula, charge and spin) at 0.0 kcal per mole. For the HOMO energy, the calculation gives -11.46 eV. Its structure (SMILES) is Clc1ccc(C(c2ccc(Cl)cc2)[C@@H](C=[N+]2CCCC2)c2ccccc2)cc1. For the orbital gap, the calculation gives 7.33 eV. The total charge is +1.

Structure (XYZ):
```
52
C25H24Cl2N | OMol25 | the ωB97M-V functional and the def2-TZVPD basis
Cl -5.702 0.685 3.328
C -4.075 0.179 3.124
C -3.787 -1.198 3.118
C -2.450 -1.588 3.213
C -1.428 -0.653 3.380
C -0.108 -1.123 4.073
C 1.222 -0.657 3.389
C 2.244 -1.591 3.208
C 3.581 -1.202 3.072
C 3.873 0.174 3.060
Cl 5.508 0.676 3.156
C 2.853 1.115 3.065
C 1.519 0.690 3.182
C -0.095 -0.988 5.673
C -1.357 -1.498 6.329
N -2.379 -0.762 6.631
C -3.709 -1.370 6.857
C -4.684 -0.190 6.953
C -3.865 1.102 6.885
C -2.383 0.717 6.729
C 1.154 -1.631 6.329
C 2.321 -0.875 6.464
C 3.544 -1.512 6.646
C 3.599 -2.895 6.774
C 2.426 -3.646 6.757
C 1.188 -3.009 6.580
C -1.721 0.692 3.156
C -3.055 1.119 3.076
H -4.587 -1.917 3.116
H -2.219 -2.666 3.248
H -0.111 -2.191 4.171
H 2.015 -2.666 3.266
H 4.376 -1.926 3.067
H 3.107 2.175 3.068
H 0.760 1.470 3.211
H -0.056 0.101 5.674
H -1.488 -2.571 6.555
H -3.908 -2.062 6.035
H -3.682 -1.936 7.792
H -5.427 -0.268 6.155
H -5.195 -0.279 7.909
H -4.192 1.742 6.064
H -3.992 1.662 7.809
H -1.826 1.062 7.608
H -1.926 1.188 5.857
H 2.279 0.214 6.311
H 4.463 -0.929 6.593
H 4.548 -3.402 6.820
H 2.442 -4.728 6.789
H 0.265 -3.588 6.504
H -0.958 1.471 3.126
H -3.311 2.181 3.073
```